# 1
{
  "formula": "C39H67F2INO14S6",
  "method": "ωB97M-V/def2-TZVPD",
  "species": ["C", "C", "O", "N", "H", "H", "C", "H", "H", "H", "H", "H", "H", "I", "O", "H", "F", "C", "C", "C", "C", "C", "C", "H", "H", "H", "H", "H", "F", "C", "C", "C", "C", "C", "C", "H", "H", "H", "H", "H", "C", "C", "C", "S", "O", "O", "C", "H", "H", "H", "H", "H", "H", "H", "H", "C", "C", "C", "S", "O", "O", "C", "H", "H", "H", "H", "H", "H", "H", "H", "C", "C", "C", "S", "O", "O", "C", "H", "H", "H", "H", "H", "H", "H", "H", "C", "C", "C", "S", "O", "O", "C", "H", "H", "H", "H", "H", "H", "H", "H", "C", "C", "C", "S", "O", "O", "C", "H", "H", "H", "H", "H", "H", "H", "H", "C", "C", "C", "S", "O", "O", "C", "H", "H", "H", "H", "H", "H", "H", "H"],
  "positions_angstrom": [[34.6350, 24.2380, 32.0840], [36.0960, 24.0160, 31.8350], [36.3580, 23.7620, 30.7020], [36.9460, 23.8680, 32.9650], [36.5880, 24.5690, 33.6910], [36.9070, 22.9720, 33.3090], [38.3300, 24.1220, 32.6500], [34.4580, 24.1750, 33.1190], [33.9080, 23.5600, 31.8080], [34.4470, 25.4010, 31.6420], [38.3910, 25.1740, 32.4430], [38.8190, 23.5510, 31.9860], [38.7070, 23.9920, 33.6420], [37.3300, 20.3920, 33.5250], [36.1740, 25.3630, 34.9520], [36.3890, 26.3660, 34.9800], [37.1930, 30.1970, 29.3190], [36.6140, 29.5450, 30.3540], [35.2810, 29.6450, 30.6590], [34.5770, 28.9360, 31.6370], [35.3800, 28.1340, 32.3750], [36.7750, 27.9830, 32.2840], [37.3450, 28.7100, 31.2710], [34.6750, 30.2510, 30.0650], [33.5800, 28.9200, 31.8460], [35.0370, 27.6730, 33.1770], [37.4450, 27.4740, 32.8390], [38.4280, 28.4780, 30.9080], [32.6410, 19.4740, 30.6430], [32.4160, 20.7460, 30.3630], [31.7230, 21.5170, 31.2670], [31.4350, 22.9160, 31.0300], [31.7730, 23.4210, 29.8240], [32.4940, 22.6330, 28.8350], [32.7350, 21.2620, 29.1710], [31.6000, 20.8950, 32.1580], [30.7680, 23.3060, 31.8010], [31.5300, 24.4480, 29.4060], [32.6060, 22.9590, 27.8510], [33.4050, 20.6890, 28.4790], [36.6000, 22.4320, 38.3430], [37.4100, 23.1950, 37.3320], [38.7270, 22.7810, 37.6930], [38.9890, 22.5890, 39.3670], [39.0220, 23.8440, 39.9840], [39.9470, 21.6350, 39.7560], [37.3990, 21.9910, 39.5550], [36.3160, 21.5880, 37.8520], [35.6200, 22.8650, 38.4040], [37.2780, 24.3590, 37.6350], [37.0820, 23.1880, 36.1890], [39.4990, 23.3830, 37.2730], [38.8290, 21.8910, 37.2090], [36.8580, 22.1270, 40.5760], [37.4790, 20.9110, 39.4930], [41.7500, 28.3060, 34.3600], [41.8970, 29.1050, 33.1380], [42.4860, 28.3660, 32.1000], [41.8080, 26.8080, 32.2520], [42.9420, 25.9800, 32.2240], [40.5590, 26.5570, 31.4890], [41.2420, 26.9540, 33.9450], [41.2850, 28.8260, 35.1500], [42.8110, 28.1930, 34.7940], [42.5100, 29.9970, 33.3670], [41.0860, 29.6360, 32.7500], [43.4620, 28.5550, 32.4260], [42.4180, 28.7070, 31.2340], [41.5760, 26.2140, 34.5130], [40.0290, 26.6800, 33.8080], [33.2070, 22.1310, 34.7760], [32.8390, 20.7620, 35.0520], [31.9270, 20.5590, 36.0360], [32.4320, 21.7880, 37.3000], [33.3490, 21.0470, 38.1030], [31.2680, 22.3990, 37.7340], [33.2650, 22.7970, 36.2090], [32.4020, 22.5720, 34.2890], [34.0870, 22.4110, 34.4090], [33.6950, 20.1690, 35.3170], [32.5580, 19.9460, 34.5110], [31.6730, 19.6600, 36.4220], [30.8710, 20.7980, 35.6720], [34.2170, 22.7360, 36.7130], [32.9570, 23.9860, 36.3320], [37.8270, 23.0880, 25.6070], [36.9960, 22.4150, 26.8030], [36.3540, 23.4850, 27.5140], [35.8750, 24.7470, 26.3990], [36.3490, 26.0070, 26.9750], [34.5260, 24.4970, 25.8900], [36.8360, 24.1630, 25.0310], [38.1440, 22.4810, 24.7830], [38.7030, 23.5650, 25.9600], [37.6290, 21.6930, 27.4490], [36.3290, 21.8160, 26.1570], [37.0010, 23.8120, 28.2740], [35.3900, 23.0120, 28.0450], [37.3340, 25.1690, 24.7500], [36.2570, 24.0710, 24.2520], [42.8830, 21.2210, 32.7520], [43.7130, 22.3890, 33.1980], [43.4970, 22.6130, 34.6030], [41.7040, 22.5750, 34.6410], [41.1960, 23.7520, 33.8700], [41.2250, 22.2850, 35.9710], [41.6340, 21.2120, 33.6010], [43.5100, 20.3440, 32.9940], [42.8260, 21.3030, 31.7690], [43.4000, 23.3050, 32.6800], [44.8090, 22.3230, 33.0410], [44.0900, 23.3860, 35.0260], [43.9410, 21.9030, 35.3480], [40.6880, 21.4790, 32.8580], [41.5390, 20.3920, 34.1130], [41.9670, 23.5110, 27.1900], [41.3430, 23.2230, 28.4960], [41.4820, 24.3670, 29.2440], [43.0860, 24.9400, 29.0800], [43.9830, 24.4010, 29.9920], [43.0730, 26.3730, 28.8640], [43.2620, 24.2220, 27.4880], [41.4990, 24.0210, 26.3310], [42.2830, 22.6110, 26.6530], [42.0450, 22.4350, 28.8660], [40.4820, 22.7990, 28.3920], [41.1990, 24.1810, 30.4270], [40.8180, 25.2900, 28.9250], [44.1700, 23.5740, 27.5110], [43.5150, 25.1280, 26.6830]],
  "mulliken_charge": [-0.203, 0.372, -0.612, 2.261, -0.299, -0.700, -1.355, 0.127, -0.030, 0.094, 0.219, 0.610, 0.248, -0.753, -0.858, -0.001, -0.282, -0.068, -0.252, -1.022, -0.500, -0.234, 0.143, 0.372, 0.556, 0.715, 0.435, 0.134, -0.336, 0.375, -0.352, -0.573, -0.377, -0.658, -0.097, 0.291, 0.416, 0.292, 0.675, 0.293, -0.877, 0.599, -0.800, 1.177, -0.696, -0.710, -0.846, 0.443, 0.470, 0.148, -0.575, 0.418, 0.509, 0.349, 0.382, -0.760, -0.806, -1.197, 1.500, -0.833, -0.513, -0.352, 0.431, 0.236, 0.434, 0.283, 0.288, 0.845, 0.360, 0.028, 0.128, -1.008, -1.305, 1.132, -0.642, -0.727, 0.516, 0.021, 0.148, 0.397, 0.676, 0.767, 0.324, -0.854, 0.331, -0.556, -0.824, 0.172, 1.236, -0.649, -0.682, -0.924, 0.457, 0.062, 0.338, 0.328, 0.330, -0.179, 0.361, 0.550, -0.916, 0.110, -1.061, 1.047, -0.292, -0.732, -0.582, 0.214, 0.517, -0.217, 0.457, 0.474, 0.362, 0.023, 0.716, -0.897, -1.056, 0.447, 1.209, -0.598, -0.744, -0.641, 0.268, 0.490, 0.070, 1.112, -0.443, 0.170, 0.311, 0.257],
  "multiplicity": 1,
  "e_tot_ev": -150215.8301,
  "total_charge": -1
}

=====

# 2
{
  "formula": "C39H68Cl3GeN2O3S5SbSi3Ti",
  "method": "ωB97M-V/def2-TZVPD",
  "species": ["Ti", "S", "C", "S", "C", "C", "S", "S", "S", "Cl", "C", "C", "C", "Cl", "C", "O", "C", "Cl", "C", "H", "H", "C", "C", "C", "C", "Ge", "C", "C", "C", "C", "H", "H", "H", "H", "H", "H", "H", "H", "H", "H", "H", "H", "H", "H", "H", "H", "H", "H", "H", "C", "C", "C", "O", "H", "H", "H", "H", "H", "H", "C", "Si", "C", "C", "Sb", "Si", "C", "C", "C", "Si", "C", "C", "C", "H", "H", "H", "H", "H", "H", "H", "H", "H", "H", "H", "H", "H", "H", "H", "H", "H", "H", "H", "H", "H", "H", "H", "H", "H", "H", "H", "C", "C", "N", "C", "C", "C", "O", "C", "C", "C", "C", "N", "C", "H", "H", "H", "H", "H", "H", "H", "H", "H", "H", "H", "H", "H", "H"],
  "positions_angstrom": [[0.6733, -0.2093, -0.5213], [1.8474, 7.0286, 0.7916], [1.6307, 5.4306, 0.5290], [2.8750, 4.3629, -0.0172], [1.9612, 2.8803, -0.0110], [0.6340, 3.0120, 0.3806], [-0.4633, 1.7287, 0.5554], [0.1176, 4.6262, 0.7567], [2.6550, 1.4259, -0.4954], [4.9418, -5.1109, -4.6097], [4.0540, -4.0348, -3.5681], [2.8791, -3.4578, -4.0105], [2.1806, -2.6028, -3.1688], [0.7368, -1.8930, -3.8039], [2.6172, -2.2994, -1.8825], [1.9554, -1.4992, -1.0660], [3.8005, -2.9084, -1.4837], [4.4256, -2.6289, 0.1069], [4.5275, -3.7628, -2.2971], [2.4985, -3.6587, -5.0008], [5.4450, -4.1993, -1.9332], [-3.8856, 4.5703, -2.7894], [-3.6324, 3.3419, -3.6541], [-2.1445, 3.0157, -3.7886], [-1.5227, 2.5601, -2.4594], [-0.1711, 1.1522, -2.6864], [1.1262, 1.9190, -3.9467], [1.6004, 3.3333, -3.6148], [2.4055, 3.9811, -4.7448], [1.5273, 4.4492, -5.8994], [-4.9516, 4.7702, -2.6684], [-3.4293, 5.4587, -3.2319], [-3.4590, 4.4495, -1.7919], [-4.0652, 3.4974, -4.6466], [-4.1396, 2.4715, -3.2273], [-1.6126, 3.8986, -4.1582], [-2.0224, 2.2461, -4.5577], [-2.3075, 2.1637, -1.8074], [-1.0809, 3.4053, -1.9261], [-0.9898, 0.1730, -3.5905], [0.6210, 1.9027, -4.9161], [1.9919, 1.2550, -4.0261], [2.2147, 3.3077, -2.7088], [0.7437, 3.9768, -3.3867], [3.1486, 3.2657, -5.1091], [2.9634, 4.8351, -4.3508], [0.9442, 3.6288, -6.3200], [2.1170, 4.8792, -6.7098], [0.8230, 5.2125, -5.5620], [-3.0348, -2.1596, 2.0841], [-2.0321, -1.0781, 2.4066], [-2.5306, 0.0925, 3.2109], [-0.8847, -1.1447, 2.0125], [-3.8248, -1.7332, 1.4608], [-3.5106, -2.5173, 2.9993], [-2.5546, -2.9837, 1.5608], [-3.1393, -0.2454, 4.0503], [-3.1654, 0.7116, 2.5709], [-1.6952, 0.6931, 3.5546], [5.7212, 0.7676, 1.6408], [4.8546, -0.1759, 2.9865], [5.2835, 0.6341, 4.6106], [5.5990, -1.8961, 3.1426], [2.3680, -0.2366, 2.3703], [1.8781, 1.7495, 3.9318], [0.1805, 2.5339, 3.9514], [3.1121, 3.0998, 3.5051], [2.1229, 1.1826, 5.6949], [1.7026, -2.1141, 3.9949], [0.0134, -2.0474, 4.7993], [1.8154, -3.6638, 2.9569], [2.9078, -2.3363, 5.4201], [6.7978, 0.5948, 1.7252], [5.5444, 1.8415, 1.7156], [5.3987, 0.4505, 0.6493], [6.3773, 0.6336, 4.6471], [4.9248, 0.0596, 5.4649], [4.9437, 1.6611, 4.7234], [6.1235, -1.9501, 4.0987], [6.3296, -2.0658, 2.3516], [4.8886, -2.7192, 3.1170], [-0.4213, 2.4072, 3.0574], [0.3285, 3.6059, 4.0999], [-0.3887, 2.1530, 4.8018], [3.6725, 2.8951, 2.5926], [3.8340, 3.2548, 4.3085], [2.5871, 4.0455, 3.3528], [1.2594, 0.5904, 6.0064], [2.1799, 2.0561, 6.3510], [3.0177, 0.5850, 5.8517], [-0.7280, -2.5836, 4.2078], [-0.3513, -1.0354, 4.9760], [0.1017, -2.5421, 5.7695], [1.2826, -3.5458, 2.0093], [1.3873, -4.5181, 3.4878], [2.8539, -3.8964, 2.7154], [2.6775, -1.6582, 6.2421], [3.9505, -2.1983, 5.1438], [2.8033, -3.3571, 5.7990], [-6.5152, -4.1605, -1.0577], [-5.8155, -2.8941, -0.5929], [-5.6543, -1.9071, -1.6524], [-6.8676, -1.2729, -2.1746], [-7.2746, -1.8141, -3.5347], [-4.4741, -1.3865, -2.0694], [-4.4054, -0.4380, -2.8320], [-3.1847, -2.0131, -1.5987], [-2.8771, -3.3623, -1.6751], [-1.6259, -3.7989, -1.2755], [-0.7024, -2.8668, -0.8322], [-0.9752, -1.5577, -0.8149], [-2.1879, -1.1432, -1.1820], [-6.5430, -4.8912, -0.2487], [-5.9959, -4.6075, -1.9063], [-7.5438, -3.9666, -1.3610], [-4.8377, -3.1349, -0.1839], [-6.3873, -2.4314, 0.2190], [-6.6732, -0.2034, -2.2551], [-7.6519, -1.4221, -1.4301], [-6.4816, -1.6345, -4.2595], [-8.1730, -1.3070, -3.8872], [-7.4784, -2.8842, -3.5016], [-3.6073, -4.0653, -2.0575], [-1.3474, -4.8424, -1.3142], [0.2841, -3.1666, -0.5017], [-2.3714, -0.0745, -1.1736]],
  "lowdin_spin": [1.002, 0.065, 0.004, -0.012, 0.067, 0.101, 0.202, 0.004, 0.281, 0.000, -0.001, 0.000, -0.001, 0.003, 0.000, -0.007, -0.001, 0.000, 0.000, 0.000, 0.000, 0.000, 0.000, 0.001, 0.003, 0.066, 0.007, 0.002, 0.000, 0.000, 0.000, 0.000, 0.000, 0.000, 0.000, 0.000, 0.001, 0.001, 0.000, 0.017, 0.001, 0.000, 0.001, 0.000, 0.000, 0.000, 0.000, 0.000, 0.000, 0.001, 0.003, 0.001, 0.011, 0.000, 0.000, 0.000, 0.000, 0.000, 0.001, 0.002, 0.006, 0.002, 0.000, 0.064, 0.001, 0.003, 0.000, 0.002, 0.020, 0.002, 0.001, 0.007, 0.000, 0.000, 0.001, 0.000, 0.000, 0.000, 0.000, 0.000, 0.000, 0.004, 0.000, 0.000, 0.000, 0.000, 0.000, 0.000, 0.000, 0.000, 0.000, 0.000, 0.000, 0.000, 0.000, 0.000, 0.000, 0.000, 0.001, 0.000, 0.000, 0.000, 0.000, 0.000, -0.001, 0.000, -0.002, 0.015, -0.002, 0.016, 0.009, 0.016, 0.000, 0.000, 0.000, 0.000, 0.000, 0.000, 0.000, 0.000, 0.000, 0.000, 0.001, 0.000, 0.001, 0.001],
  "multiplicity": 3,
  "s2": 2.019,
  "e_tot_ev": -252219.8363,
  "total_charge": 0,
  "de_lowest_kj_mol": 71.9
}